a.
38
Properties=species:S:1:pos:R:3:mulliken_charge:R:1 method="wB97M-V/def2-TZVPD" smiles="CC(C)(C)NC(=O)N[C@H](C(=O)O)C(C)(C)C" gap_ev=10.05
O -1.129 1.210 -0.409 -0.679
O 3.246 0.702 -0.528 -0.583
O 3.135 2.577 0.765 -0.439
C -0.448 0.253 -0.748 0.484
C 2.672 1.378 0.315 0.258
N -0.841 -0.632 -1.709 -0.176
N 0.667 -0.065 0.011 -0.195
C -2.301 0.585 -3.334 -1.609
C -3.318 -0.766 -1.464 -1.631
C -2.073 -1.935 -3.303 -1.726
C 2.418 1.076 3.287 -1.756
C 0.100 0.199 3.087 -1.649
C 2.012 -1.161 2.230 -1.726
C -2.082 -0.637 -2.432 1.405
C 1.474 0.264 2.389 1.658
C 1.329 0.915 0.951 -0.352
H 3.930 2.860 0.279 0.371
H -0.173 -1.357 -1.927 0.292
H 1.315 -0.650 -0.509 0.339
H -2.407 1.516 -2.762 0.333
H -3.191 0.393 -3.982 0.405
H -1.437 0.660 -3.976 0.411
H -3.512 0.130 -0.874 0.359
H -4.237 -0.929 -2.054 0.413
H -3.241 -1.578 -0.738 0.390
H -2.032 -2.841 -2.673 0.401
H -1.191 -1.909 -3.949 0.444
H -2.955 -2.010 -3.967 0.405
H 3.427 1.154 2.918 0.403
H 2.461 0.564 4.254 0.485
H 2.049 2.146 3.427 0.306
H 0.218 -0.369 4.051 0.391
H -0.346 1.203 3.325 0.368
H -0.641 -0.317 2.476 0.338
H 2.842 -1.133 1.549 0.380
H 2.324 -1.506 3.200 0.487
H 1.191 -1.809 1.817 0.298
H 0.745 1.819 1.008 0.698



b.
38
Properties=species:S:1:pos:R:3:mulliken_charge:R:1 method="wB97M-V/def2-TZVPD" smiles="CC(C)C[C@H](N)C(=O)N[C@H](C(=O)O)C(C)C" gap_ev=10.11
C -0.888 -0.464 0.470 0.701
C 0.141 -0.542 1.641 -0.137
C -2.233 -0.089 1.030 -1.148
C -3.414 0.257 -0.043 0.643
C -3.066 1.273 -1.101 -1.386
C -3.964 -1.027 -0.740 -1.592
C 2.115 -0.270 0.076 -0.277
C 2.712 -1.567 -0.319 0.351
C 3.106 0.856 0.222 0.539
C 3.755 1.074 -1.120 -1.636
C 2.385 2.148 0.722 -1.353
H -1.401 -2.463 0.224 0.259
H -0.991 -1.733 -1.193 0.228
H -0.629 0.356 -0.216 0.213
H -2.086 0.863 1.595 0.333
H -2.670 -0.752 1.780 0.430
H -4.271 0.591 0.532 0.382
H -2.201 0.856 -1.663 0.263
H -3.903 1.571 -1.724 0.417
H -2.643 2.214 -0.679 0.312
H -4.819 -0.705 -1.279 0.522
H -4.198 -1.836 -0.058 0.340
H -3.358 -1.337 -1.604 0.294
H 2.157 -0.710 2.112 0.296
H 1.343 0.045 -0.646 0.375
H 3.780 0.392 1.009 0.332
H 2.944 1.362 -1.812 0.376
H 4.275 0.251 -1.523 0.422
H 4.433 1.918 -1.129 0.406
H 1.546 2.469 0.091 0.284
H 1.870 1.951 1.724 0.290
H 3.037 2.975 0.818 0.461
H 0.886 -2.459 -0.204 0.504
N -0.779 -1.793 -0.239 -0.613
N 1.496 -0.538 1.362 0.021
O -0.242 -0.750 2.806 -0.694
O 3.911 -1.754 -0.446 -0.593
O 1.862 -2.632 -0.476 -0.563



Short version: a is the most stable of them.



a.
66
Properties=species:S:1:pos:R:3:lowdin_spin:R:1 method="wB97M-V/def2-TZVPD" charge=-1 gap_ev="6.17 / 6.20" s2=0.77 spin_multiplicity=2
Cu -0.309 -0.693 0.332 0.007
Br 0.693 4.724 -5.898 0.000
C 1.878 4.535 -4.420 0.000
C 2.414 3.291 -4.132 0.000
C 3.280 3.160 -3.062 0.000
C 3.637 4.270 -2.285 0.000
C 3.083 5.512 -2.605 0.000
C 2.196 5.645 -3.658 0.000
N 4.671 4.208 -1.342 0.000
N 4.865 3.249 -0.558 0.000
C 3.944 2.247 -0.299 0.000
C 4.490 0.988 -0.044 0.000
C 3.725 -0.154 0.068 0.000
C 2.319 -0.105 -0.006 0.000
O 1.584 -1.143 0.038 0.001
C 1.725 1.225 -0.093 0.000
N 0.379 1.279 0.015 0.000
C -0.245 2.433 -0.047 0.000
C 0.461 3.642 -0.122 0.000
C 1.830 3.618 -0.182 0.000
C 2.516 2.386 -0.239 0.000
H 2.153 2.430 -4.732 0.000
H 3.700 2.191 -2.824 0.000
H 3.351 6.376 -2.009 0.000
H 1.762 6.607 -3.894 0.000
H 5.572 0.921 -0.022 0.000
H 4.186 -1.126 0.188 0.000
H -1.328 2.399 -0.002 0.000
H -0.076 4.581 -0.105 0.000
H 2.386 4.543 -0.159 0.000
F 0.913 -3.849 0.831 0.007
B 0.229 -3.588 -0.279 0.037
F 0.895 -3.587 -1.429 0.007
F -3.068 0.769 1.171 0.000
B -3.300 0.127 -0.055 0.000
F -2.228 -0.867 -0.219 0.003
F -3.186 1.033 -1.107 0.000
F -4.503 -0.551 -0.069 0.000
C 0.736 -1.196 4.549 0.000
C -0.627 -0.504 4.671 0.000
C -1.334 -0.886 3.364 0.001
O -0.311 -1.377 2.474 0.000
C 0.973 -1.123 3.050 0.000
H 0.677 -2.235 4.876 0.000
H 1.523 -0.693 5.111 0.000
H -0.492 0.576 4.737 0.000
H -1.195 -0.829 5.542 0.000
H -1.851 -0.049 2.899 0.000
H -2.053 -1.695 3.511 0.001
H 1.322 -0.121 2.766 0.000
H 1.664 -1.861 2.650 0.000
N -5.921 -4.801 -1.493 0.030
C -5.294 -4.639 -0.283 0.082
S -6.116 -5.124 1.097 0.187
C -3.969 -4.118 -0.271 0.219
C -3.263 -3.735 -1.457 0.027
C -1.943 -3.470 -1.434 0.114
N -1.199 -3.563 -0.264 0.111
C -1.913 -3.695 0.929 0.120
C -3.231 -3.962 0.943 0.027
H -6.907 -4.983 -1.438 0.003
H -5.620 -4.237 -2.272 0.001
H -3.780 -3.621 -2.399 0.000
H -1.390 -3.164 -2.309 0.006
H -1.323 -3.567 1.824 0.006
H -3.754 -4.056 1.883 0.001



b.
66
Properties=species:S:1:pos:R:3:lowdin_spin:R:1 method="wB97M-V/def2-TZVPD" charge=-1 gap_ev="4.13 / 5.40" s2=0.79 spin_multiplicity=2
Cu -0.341 0.417 -0.694 0.001
Br -4.972 -5.107 -4.990 0.012
C -3.191 -5.446 -4.406 0.060
C -2.875 -5.326 -3.062 -0.005
C -1.583 -5.568 -2.638 0.052
C -0.576 -5.949 -3.552 0.024
C -0.940 -6.078 -4.905 0.047
C -2.226 -5.815 -5.333 -0.004
N 0.704 -6.321 -3.202 0.294
N 1.257 -5.952 -2.082 0.197
C 1.012 -4.807 -1.407 0.045
C 1.181 -4.812 -0.012 0.060
C 0.914 -3.690 0.750 0.008
C 0.497 -2.509 0.162 0.082
O 0.136 -1.393 0.926 0.015
C 0.400 -2.399 -1.235 0.002
N 0.055 -1.203 -1.799 0.027
C 0.062 -1.081 -3.118 0.007
C 0.458 -2.111 -3.965 0.031
C 0.777 -3.338 -3.424 0.006
C 0.710 -3.535 -2.041 0.023
H -3.639 -5.040 -2.351 -0.001
H -1.344 -5.489 -1.586 0.004
H -0.177 -6.369 -5.616 0.003
H -2.491 -5.893 -6.379 -0.001
H 1.446 -5.745 0.466 0.005
H 1.007 -3.739 1.828 0.000
H -0.250 -0.125 -3.514 0.000
H 0.501 -1.942 -5.031 0.002
H 1.094 -4.149 -4.065 0.001
F 1.967 -1.313 2.426 0.000
B 0.760 -0.919 1.999 0.003
F 0.210 0.077 2.701 0.001
F -1.495 2.272 -4.532 0.000
B -1.021 2.527 -3.250 0.000
F -1.570 1.564 -2.335 0.000
F -1.375 3.813 -2.812 0.000
F 0.387 2.384 -3.205 0.000
C 4.274 1.612 0.099 0.000
C 4.460 0.100 -0.034 0.000
C 3.057 -0.367 -0.425 0.001
O 2.140 0.631 0.056 0.000
C 2.872 1.682 0.688 0.000
H 4.287 2.086 -0.884 0.000
H 5.018 2.085 0.738 0.000
H 4.743 -0.327 0.930 0.000
H 5.206 -0.181 -0.774 0.000
H 2.806 -1.333 0.015 0.000
H 2.942 -0.441 -1.509 0.000
H 2.899 1.514 1.772 0.000
H 2.366 2.625 0.494 0.000
N -1.599 7.003 0.783 0.000
C -1.931 5.967 1.580 0.000
S -2.735 6.245 3.001 0.000
C -1.509 4.625 1.142 0.000
C -0.598 4.442 0.102 0.000
C -0.216 3.167 -0.258 0.000
N -0.669 2.071 0.356 0.000
C -1.570 2.235 1.329 0.000
C -2.006 3.473 1.752 0.000
H -1.974 7.901 1.038 0.000
H -1.364 6.847 -0.184 0.000
H -0.170 5.274 -0.438 0.000
H 0.455 3.011 -1.093 0.000
H -1.936 1.331 1.796 0.000
H -2.736 3.561 2.542 0.000



Short version: b is the most stable of them.



a.
27
Properties=species:S:1:pos:R:3:mulliken_charge:R:1 method="wB97M-V/def2-TZVPD" charge=+1 gap_ev="8.25 / 7.56"
C -2.376 -1.151 0.531 -0.415
C -1.353 -1.199 -0.348 -0.634
C -0.843 0.075 1.376 -0.307
C -0.079 2.468 -1.274 -0.925
C -2.801 0.128 2.730 -0.858
C 1.991 -0.109 -2.477 -0.768
C 2.852 -0.994 0.387 -0.792
C 0.809 -0.102 -0.419 0.333
N -2.068 -0.356 1.551 0.078
N -0.366 -0.413 0.218 0.439
O 0.848 -0.520 -1.664 -0.314
O 1.951 0.181 0.325 -0.330
H -3.268 -1.644 0.421 0.485
H -1.265 -1.472 -1.307 0.582
H -0.485 0.909 1.881 0.479
H 0.216 2.687 -2.291 0.384
H 0.401 2.924 -0.430 0.322
H -1.005 1.992 -0.984 0.268
H -2.103 0.224 3.554 0.387
H -3.419 1.003 2.431 0.348
H -3.727 -0.599 2.872 0.306
H 2.844 -0.706 -2.363 0.358
H 2.480 0.871 -2.195 0.344
H 1.611 -0.190 -3.534 0.277
H 3.903 -0.823 0.222 0.325
H 2.625 -1.640 -0.494 0.334
H 2.627 -1.545 1.282 0.293



b.
27
Properties=species:S:1:pos:R:3:mulliken_charge:R:1 method="wB97M-V/def2-TZVPD" charge=+1 gap_ev=9.36
C 2.771 -0.361 -0.171 0.690
C 2.118 0.378 1.051 -0.797
C -0.189 -1.594 0.577 -0.327
C -1.679 -1.902 0.185 -0.776
C -0.258 -0.103 0.470 0.165
C -1.653 0.327 -0.152 1.144
C -2.451 1.142 0.845 -1.457
C -1.383 1.045 -1.488 -1.475
N 3.309 0.451 -1.083 -0.444
N 0.801 0.702 0.576 -0.096
O 2.758 -1.553 -0.279 -0.565
O -2.329 -0.883 -0.535 -0.421
H 2.057 -0.255 1.896 0.348
H 2.735 1.276 1.051 0.393
H 0.004 -1.785 1.627 0.406
H 0.634 -1.954 -0.046 0.362
H -1.653 -2.789 -0.471 0.349
H -2.230 -2.211 0.995 0.402
H -2.240 0.651 1.824 0.384
H -3.487 1.053 0.552 0.414
H -2.042 2.152 0.930 0.334
H -0.947 0.287 -2.211 0.327
H -0.700 1.946 -1.357 0.348
H -2.258 1.344 -1.984 0.442
H 3.590 -0.175 -1.842 0.296
H 0.811 1.547 0.085 0.322
H 3.910 1.265 -1.044 0.230



Short version: b is the most stable of them.



a.
58
Properties=species:S:1:pos:R:3:mulliken_charge:R:1 method="wB97M-V/def2-TZVPD" charge=+4 gap_ev=7.87
Zr -0.038 0.116 -0.161 0.740
C -1.126 -0.686 5.222 -1.370
C -0.222 -0.556 4.096 0.622
N -0.345 -0.296 2.835 0.726
O -1.094 -0.008 1.827 -0.751
B -2.857 -1.943 0.682 0.698
F -3.899 -1.926 1.435 -0.094
F -1.730 -2.571 1.016 -0.246
O -2.815 -1.202 -0.520 -0.657
N -1.549 -1.258 -1.098 0.890
C -1.276 -2.253 -1.867 0.472
C -2.218 -3.282 -2.332 -1.849
C 0.216 -2.366 -2.150 0.357
N 0.897 -1.570 -1.399 1.005
O 2.277 -1.658 -1.460 -0.746
B 2.854 -2.385 -0.399 0.563
F 4.135 -2.481 -0.341 -0.105
F 2.029 -2.889 0.506 -0.175
O 1.567 -0.139 1.424 -0.632
N 1.121 -0.389 2.608 0.530
C 1.351 -0.655 3.852 0.509
C 2.532 -0.907 4.657 -1.337
C 0.751 -3.358 -3.094 -1.814
H -2.168 -0.572 4.928 0.373
H -0.877 0.066 5.982 0.379
H -0.981 -1.660 5.707 0.393
H -3.254 -3.007 -2.149 0.435
H -2.010 -4.239 -1.833 0.444
H -2.073 -3.471 -3.399 0.501
H 3.447 -0.849 4.071 0.370
H 2.456 -1.896 5.126 0.391
H 2.578 -0.188 5.485 0.386
H 0.270 -3.242 -4.071 0.468
H 0.502 -4.374 -2.763 0.455
H 1.828 -3.279 -3.213 0.430
C -0.646 2.073 -2.641 -0.967
C 0.673 1.344 -2.847 -0.370
N 1.446 1.263 -1.564 -0.051
C 2.030 2.608 -1.207 -0.880
C 1.923 2.918 0.269 -0.629
S 0.278 2.523 0.924 0.045
C -0.896 3.584 0.021 -0.544
C -1.969 2.716 -0.610 -0.924
N -1.371 1.591 -1.410 0.073
H -1.276 1.936 -3.520 0.499
H -0.486 3.145 -2.551 0.357
H 1.257 1.865 -3.608 0.544
H 0.517 0.328 -3.215 0.179
H 2.236 0.641 -1.747 0.320
H 1.512 3.367 -1.790 0.345
H 3.076 2.640 -1.515 0.475
H 2.135 3.968 0.474 0.561
H 2.605 2.320 0.874 0.387
H -0.343 4.184 -0.701 0.410
H -1.340 4.268 0.743 0.544
H -2.611 3.325 -1.250 0.455
H -2.604 2.272 0.159 0.413
H -2.170 1.051 -1.742 0.397



b.
58
Properties=species:S:1:pos:R:3:mulliken_charge:R:1 method="wB97M-V/def2-TZVPD" charge=+4 gap_ev=8.39
Zr 0.043 0.176 -0.178 1.173
C -0.552 -4.046 3.301 -1.238
C -1.043 -2.868 2.608 0.567
N -0.530 -1.957 1.845 0.131
O 0.489 -1.490 1.205 -0.583
B 3.320 -2.145 -0.028 0.407
F 4.260 -2.069 0.856 -0.136
F 2.759 -3.241 -0.472 -0.157
O 2.852 -0.904 -0.529 -0.231
N 1.692 -0.938 -1.280 0.400
C 1.742 -1.137 -2.546 0.659
C 2.924 -1.477 -3.356 -1.843
C 0.358 -0.994 -3.151 0.162
N -0.464 -0.389 -2.361 0.638
O -1.787 -0.328 -2.797 -0.575
B -2.626 -1.272 -2.210 0.550
F -2.100 -2.022 -1.230 -0.210
F -3.854 -1.345 -2.580 -0.090
O -1.827 -0.193 0.950 -0.543
N -1.816 -1.265 1.678 0.672
C -2.443 -2.110 2.431 0.512
C -3.806 -2.280 2.899 -1.290
C 0.056 -1.565 -4.475 -1.585
H 0.512 -4.201 3.130 0.375
H -1.119 -4.924 2.968 0.372
H -0.748 -3.943 4.376 0.381
H 3.850 -1.338 -2.805 0.453
H 2.941 -0.872 -4.266 0.496
H 2.859 -2.524 -3.680 0.436
H -4.468 -1.505 2.517 0.375
H -3.811 -2.271 3.997 0.385
H -4.171 -3.270 2.600 0.375
H 0.773 -1.186 -5.210 0.461
H -0.952 -1.345 -4.813 0.452
H 0.212 -2.650 -4.439 0.415
C -0.898 3.072 0.807 -0.692
C -0.116 2.419 1.935 -0.667
N 0.983 1.517 1.440 -0.217
C 2.287 2.188 1.112 -0.839
C 2.225 3.024 -0.150 -0.664
S 1.379 2.107 -1.492 0.190
C 0.051 3.233 -2.056 -0.817
C -1.335 2.772 -1.613 -0.838
N -1.292 2.097 -0.276 -0.111
H -1.793 3.541 1.219 0.510
H -0.325 3.869 0.344 0.249
H 0.298 3.190 2.589 0.501
H -0.780 1.805 2.545 0.383
H 1.207 0.903 2.225 0.371
H 2.597 2.814 1.952 0.489
H 3.028 1.394 1.006 0.356
H 1.711 3.973 -0.014 0.449
H 3.234 3.247 -0.497 0.582
H 0.318 4.226 -1.698 0.554
H 0.108 3.271 -3.143 0.549
H -2.007 3.632 -1.571 0.513
H -1.758 2.068 -2.327 0.336
H -2.252 1.813 -0.075 0.444



Short version: b is the most stable of them.



a.
58
Properties=species:S:1:pos:R:3:mulliken_charge:R:1 method="wB97M-V/def2-TZVPD" smiles="COCCN1C[C@@H](C(=O)N2CCC(Oc3ccccc3OC)CC2)CCC1=O" gap_ev=8.79
C 3.401 -2.367 2.884 -0.836
O 3.132 -2.185 1.518 -0.186
C 4.190 -2.620 0.685 -0.679
C 3.815 -2.375 -0.776 -0.802
N 4.016 -1.005 -1.181 0.250
C 4.810 -0.710 -2.240 0.752
O 5.450 -1.549 -2.844 -0.700
C 4.825 0.768 -2.562 -0.871
C 3.412 1.347 -2.711 -0.893
C 2.428 0.760 -1.687 1.254
C 3.222 0.041 -0.584 -1.304
H 2.567 -0.413 0.157 0.588
H 3.863 0.770 -0.075 0.046
C 1.591 1.856 -1.030 -0.005
O 2.001 3.001 -0.955 -0.720
N 0.404 1.498 -0.490 0.243
C -0.178 0.169 -0.505 -0.541
H -0.059 -0.277 -1.496 0.588
C -1.666 0.226 -0.180 -1.320
H -2.086 -0.776 -0.263 0.569
H -2.174 0.865 -0.905 0.322
C -1.914 0.787 1.228 0.636
C -0.864 1.857 1.559 -1.023
C -0.321 2.492 0.287 -0.870
H -1.141 2.914 -0.302 0.306
H 0.382 3.295 0.515 0.472
H -0.042 1.411 2.120 0.319
H -1.334 2.619 2.180 0.468
H -1.868 -0.019 1.969 0.150
O -3.172 1.442 1.303 -0.396
C -4.340 0.795 1.012 0.202
C -5.361 1.628 0.566 -0.551
C -6.622 1.142 0.276 -0.599
C -6.875 -0.207 0.421 -0.778
C -5.875 -1.054 0.867 -0.485
C -4.608 -0.576 1.179 0.985
O -3.598 -1.381 1.651 -0.312
C -3.842 -2.758 1.799 -1.048
H -2.908 -3.180 2.167 0.253
H -4.636 -2.951 2.527 0.376
H -4.099 -3.228 0.844 0.403
H -6.098 -2.102 0.984 0.408
H -7.850 -0.612 0.194 0.378
H -7.393 1.813 -0.066 0.390
H -5.133 2.677 0.460 0.424
H 0.323 -0.482 0.224 0.125
H 1.787 0.025 -2.177 0.128
H 3.046 1.152 -3.719 0.357
H 3.454 2.429 -2.570 0.321
H 5.349 1.279 -1.750 0.362
H 5.397 0.919 -3.477 0.360
H 2.767 -2.662 -0.916 0.283
H 4.450 -2.983 -1.425 0.422
H 5.115 -2.079 0.932 0.401
H 4.366 -3.694 0.845 0.507
H 2.527 -2.010 3.425 0.229
H 4.283 -1.796 3.195 0.336
H 3.568 -3.426 3.117 0.309



b.
58
Properties=species:S:1:pos:R:3:mulliken_charge:R:1 method="wB97M-V/def2-TZVPD" smiles="COCCC(=O)N1CCC(Oc2ccc(C(=O)N3CCC[C@H]3CO)cc2)CC1" gap_ev=9.32
C -8.581 -1.184 -1.019 -0.580
O -8.920 -0.152 -0.125 -0.430
C -8.051 -0.028 0.974 -0.676
C -6.676 0.547 0.595 -0.692
C -5.669 -0.553 0.283 0.833
O -5.864 -1.713 0.591 -0.646
N -4.540 -0.180 -0.374 0.070
C -4.083 1.165 -0.630 -0.856
H -4.866 1.889 -0.417 0.495
C -2.849 1.479 0.220 -0.673
H -2.492 2.487 0.004 0.427
H -3.102 1.426 1.280 0.245
C -1.741 0.464 -0.067 0.006
C -2.280 -0.947 0.186 -0.515
C -3.531 -1.182 -0.659 -1.143
H -3.963 -2.158 -0.438 0.474
H -3.278 -1.132 -1.725 0.371
H -1.525 -1.698 -0.050 0.496
H -2.530 -1.040 1.244 0.248
O -0.660 0.783 0.792 -0.444
C 0.591 0.328 0.524 0.859
C 0.964 -0.441 -0.574 -0.200
C 2.285 -0.819 -0.736 -1.115
C 3.260 -0.425 0.170 -0.137
C 2.882 0.325 1.280 -0.116
C 1.568 0.694 1.455 -0.701
H 1.261 1.271 2.313 0.444
H 3.618 0.603 2.020 0.449
C 4.660 -0.900 -0.027 0.395
O 4.908 -2.092 -0.164 -0.771
N 5.621 0.042 -0.042 0.320
C 5.406 1.476 -0.078 -0.639
C 6.589 1.994 -0.889 -0.755
H 6.801 3.042 -0.692 0.368
C 7.710 1.063 -0.437 -0.806
H 8.546 1.033 -1.132 0.376
H 8.080 1.375 0.541 0.352
C 7.022 -0.298 -0.315 0.021
C 7.637 -1.197 0.773 -0.740
O 7.511 -2.557 0.496 -0.634
H 6.574 -2.719 0.269 0.442
H 8.712 -0.999 0.836 0.384
H 7.180 -0.941 1.744 0.266
H 7.069 -0.851 -1.263 0.302
H 6.398 1.866 -1.955 0.340
H 4.439 1.714 -0.523 0.401
H 5.436 1.890 0.937 0.243
H 2.568 -1.429 -1.581 0.422
H 0.241 -0.760 -1.308 0.398
H -1.430 0.567 -1.118 0.236
H -3.821 1.244 -1.693 0.233
H -6.812 1.204 -0.264 0.387
H -6.287 1.133 1.431 0.524
H -7.909 -1.000 1.466 0.347
H -8.562 0.654 1.658 0.351
H -9.412 -1.271 -1.717 0.276
H -7.664 -0.957 -1.576 0.188
H -8.438 -2.133 -0.492 0.278



Short version: b is the most stable of them.